Density functional theory data (ωB97M-V with the def2-TZVPD basis set) for a structure of composition C30H24F6NO6S3Sr.

Each line ends with the Mulliken charge.
Positions of all 71 atoms, in Å:
Sr (1.058187, 0.425801, 2.617380)  2.052
F (-2.100772, -2.099360, 6.042354)  -0.209
C (-1.353612, -2.818814, 5.212467)  0.548
F (-0.480227, -3.536533, 5.899504)  -0.187
F (-2.141383, -3.636575, 4.517722)  -0.208
S (-0.466555, -1.695183, 4.009073)  0.893
O (0.877756, -2.184546, 3.861811)  -0.570
O (-1.279962, -1.659877, 2.821027)  -0.636
N (-0.468189, -0.184736, 4.626192)  -0.474
S (0.493975, 0.189021, 5.897064)  1.260
O (0.619346, -0.895917, 6.821555)  -0.659
O (0.151077, 1.501932, 6.326117)  -0.638
C (2.316781, 0.482833, 5.323510)  0.349
F (2.870555, -0.441917, 4.523583)  -0.126
F (3.015987, 0.559371, 6.439634)  -0.209
F (2.429870, 1.647542, 4.648861)  -0.147
C (3.077245, -0.213955, 1.172764)  0.983
C (4.176465, -0.570315, 0.765774)  -2.467
C (5.458557, -0.912122, 0.225468)  0.669
C (5.644823, -0.998442, -1.160397)  -0.438
C (6.878647, -1.328473, -1.696040)  -0.377
C (7.961977, -1.581575, -0.864324)  -0.407
C (7.792741, -1.498934, 0.511402)  -0.365
C (6.559175, -1.169467, 1.049996)  -0.505
H (4.801568, -0.799110, -1.808514)  0.413
H (6.995013, -1.387383, -2.771690)  0.349
H (8.926448, -1.839201, -1.283875)  0.360
H (8.629858, -1.692963, 1.171289)  0.351
H (6.428463, -1.105123, 2.122451)  0.406
C (1.086406, 8.978473, -1.762740)  -0.758
C (0.362831, 10.115192, -1.085395)  0.601
O (0.290858, 11.213741, -1.576844)  -0.577
S (-0.437989, 9.877367, 0.494565)  -0.139
C (-0.158668, 8.177953, 0.908334)  -0.574
C (0.952444, 7.811546, 1.662732)  0.015
C (1.180552, 6.483806, 1.977560)  -0.683
C (0.301367, 5.480338, 1.553769)  0.525
C (-0.824523, 5.866225, 0.809581)  -0.704
C (-1.053245, 7.192719, 0.497252)  0.032
C (0.528723, 4.103538, 1.851385)  -3.972
C (0.699146, 2.916531, 2.097880)  2.629
H (2.074209, 9.341830, -2.043852)  0.283
H (0.543813, 8.742895, -2.679387)  0.240
H (1.173772, 8.082413, -1.157870)  0.251
H (1.644828, 8.576084, 1.993143)  0.406
H (2.051449, 6.202143, 2.554354)  0.434
H (-1.512469, 5.099687, 0.478745)  0.511
H (-1.925578, 7.472915, -0.080458)  0.411
C (-8.079802, 2.279455, 0.826628)  -1.470
C (-6.676194, 1.762650, 0.670765)  0.681
C (-5.881435, 1.510018, 1.779235)  -1.132
C (-4.584413, 1.029214, 1.648831)  0.785
C (-3.761758, 0.796073, 2.892612)  -1.418
C (-4.069247, 0.813577, 0.361774)  0.713
C (-2.671914, 0.335975, 0.250042)  -0.015
O (-1.949349, 0.504772, -0.705088)  -0.568
C (-4.854023, 1.064383, -0.776813)  1.129
C (-4.358038, 0.841792, -2.179333)  -1.583
C (-6.149510, 1.528137, -0.593976)  -0.764
H (-8.342982, 2.396590, 1.877152)  0.338
H (-8.800157, 1.598446, 0.369656)  0.333
H (-8.194728, 3.249243, 0.339119)  0.324
H (-6.275680, 1.693305, 2.772748)  0.263
H (-4.342231, 1.055538, 3.776713)  0.344
H (-2.857617, 1.407733, 2.901441)  0.332
H (-3.447304, -0.243643, 2.989425)  0.211
H (-2.299008, -0.205956, 1.134938)  0.120
H (-3.706139, -0.025231, -2.253574)  0.372
H (-3.768041, 1.692970, -2.521348)  0.266
H (-5.205946, 0.713753, -2.852973)  0.405
H (-6.766780, 1.709959, -1.468040)  0.391

Cartesian forces (eV/Å) of the 6 atoms listed first:
0.66 0.75 -1.89
0.01 -0.09 -0.06
0.02 0.07 0.05
-0.10 0.05 -0.03
0.04 0.00 0.05
0.05 0.52 0.61

Values from the calculation:
Charge = -1
Multiplicity = 1
HOMO energy = -5.44 eV
HOMO-LUMO gap = 0.278 Eh
Energy above the lowest of the compared OMol25 structures with the same formula, charge and spin = 18.5 kcal per mole



Density functional theory data (ωB97M-V with the def2-TZVPD basis set) for a cluster of 4 separate species, C35H66B2FN9O5 in total.

Each line ends with the Mulliken charge.
Positions of all 118 atoms, in Å:
C (-1.380022, 2.125093, 7.120197)  -0.859
C (-1.347809, 3.174755, 5.875822)  0.112
O (-0.006208, 3.536223, 5.451328)  -0.370
B (0.604109, 2.569587, 4.582154)  1.021
O (2.052574, 2.410675, 4.724816)  -0.808
C (-0.125689, 1.685808, 3.432132)  0.910
C (0.101679, 0.116770, 3.244620)  -0.569
C (1.078133, -0.731592, 4.177005)  -1.081
C (0.389843, -1.408289, 5.466252)  -0.036
N (-0.947994, -2.002152, 5.233701)  -0.537
N (1.290074, -2.568452, 5.860972)  -0.757
N (0.325744, -0.525959, 6.663740)  -0.135
C (-0.611899, -0.645622, 2.083779)  0.860
C (-0.349168, -2.227725, 1.882599)  -0.639
C (0.999186, -2.607249, 1.223585)  -0.424
C (1.247116, -4.141216, 0.977029)  -0.451
C (0.109555, -5.126781, 1.436178)  -0.450
C (-1.140146, -4.482442, 2.086948)  -0.223
N (-1.405346, -3.094204, 2.298579)  -0.354
C (-1.609868, 0.054350, 1.068030)  0.875
N (-2.208165, -0.799549, 0.075846)  -0.402
C (-3.102167, 0.005330, -0.708128)  0.447
F (-3.819164, -0.676544, -1.783750)  -0.316
C (-3.362887, 1.530042, -0.567298)  -0.174
O (-4.300928, 2.158680, -1.452288)  -0.490
N (-2.709374, 2.330607, 0.402236)  -0.520
C (-1.830970, 1.571866, 1.250744)  0.005
C (-1.088082, 2.377554, 2.395901)  -0.270
B (-1.358129, 4.001455, 2.465442)  0.724
O (-2.719575, 4.449354, 2.663585)  -0.574
O (-0.311790, 4.993956, 2.381113)  -0.538
H (-2.108355, 2.509807, 7.928069)  0.388
H (-0.351416, 1.954955, 7.584628)  0.162
H (-1.823089, 1.117962, 6.768472)  0.152
H (-1.818109, 4.143973, 6.302902)  0.345
H (-2.047542, 2.833411, 5.041360)  -0.053
H (2.270251, 2.076668, 5.621254)  0.310
H (1.967972, -0.106150, 4.577859)  0.270
H (1.578509, -1.594699, 3.589877)  0.478
H (-1.609040, -1.351680, 4.792073)  0.296
H (-0.909875, -2.914798, 4.766405)  0.223
H (2.204500, -2.183163, 6.138071)  0.282
H (1.371357, -3.233805, 5.075963)  0.285
H (1.155974, -0.620328, 7.262908)  0.240
H (-0.504782, -0.736371, 7.236797)  0.324
H (1.767994, -1.819215, 0.905057)  0.428
H (2.209760, -4.487997, 0.472604)  0.360
H (0.252511, -6.243956, 1.269862)  0.367
H (-1.958145, -5.216265, 2.441745)  0.319
H (-5.177730, 1.959012, -1.029129)  0.366
H (-2.880015, 5.237863, 2.095414)  0.300
H (-0.137812, 5.084918, 1.408246)  0.288
C (2.391109, 2.822642, 1.555190)  -0.583
C (3.379756, 2.765770, 0.397487)  -0.600
N (3.087559, 1.715348, -0.573946)  0.379
C (4.177669, 1.487347, -1.520201)  -0.862
C (4.533608, 2.621074, -2.480422)  -0.692
C (1.748798, 1.731279, -1.156160)  -0.119
C (1.310405, 2.993412, -1.897850)  -1.269
H (2.320532, 1.858753, 2.063764)  0.041
H (2.719824, 3.564016, 2.288731)  0.427
H (1.391791, 3.114511, 1.224058)  -0.202
H (4.368681, 2.576234, 0.831750)  0.440
H (3.428691, 3.754301, -0.075717)  0.322
H (3.964450, 0.584750, -2.105279)  0.401
H (5.077029, 1.238848, -0.944116)  0.335
H (3.801441, 2.714385, -3.282593)  -0.043
H (5.497522, 2.410663, -2.954257)  0.383
H (4.625443, 3.584728, -1.973997)  0.357
H (1.025184, 1.539697, -0.355619)  -0.278
H (1.634338, 0.870916, -1.827718)  0.479
H (1.571340, 3.907972, -1.360928)  0.211
H (0.222036, 2.987483, -2.016830)  0.416
H (1.737113, 3.043444, -2.899759)  0.358
C (6.602585, -0.549744, -4.391385)  -1.072
C (7.039726, -0.314668, -5.832992)  -0.362
N (5.930425, -0.144311, -6.766237)  0.086
C (6.343978, -0.197160, -8.167048)  -0.691
C (7.268835, 0.906953, -8.676802)  -0.952
C (4.968638, 0.903771, -6.439308)  -0.655
C (5.494169, 2.331234, -6.293218)  -0.944
H (5.924972, -1.403783, -4.317592)  0.331
H (7.476867, -0.761368, -3.769199)  0.477
H (6.105696, 0.326055, -3.966770)  -0.094
H (7.620068, -1.194116, -6.136413)  0.458
H (7.726673, 0.540010, -5.859667)  0.239
H (5.452989, -0.232014, -8.804709)  0.348
H (6.843162, -1.158943, -8.334427)  0.413
H (6.733288, 1.844121, -8.827353)  0.224
H (7.682185, 0.618900, -9.648219)  0.391
H (8.112566, 1.087915, -8.006787)  0.270
H (4.468110, 0.629339, -5.504185)  0.342
H (4.161171, 0.900551, -7.182122)  0.320
H (6.418278, 2.381678, -5.713715)  0.206
H (4.751108, 2.941633, -5.770475)  0.348
H (5.663688, 2.801225, -7.262078)  0.327
C (-5.195734, -3.261798, 0.059746)  -1.305
C (-6.566409, -3.928306, 0.086629)  -0.381
N (-7.655187, -3.024689, 0.446318)  0.107
C (-8.907290, -3.719798, 0.737591)  -0.690
C (-9.581356, -4.477925, -0.404883)  -0.961
C (-7.785737, -1.818842, -0.365165)  -0.619
C (-7.988978, -1.992376, -1.869775)  -1.037
H (-4.972922, -2.777196, 1.013554)  0.342
H (-4.422569, -4.013565, -0.122554)  0.457
H (-5.116757, -2.516249, -0.734561)  0.136
H (-6.515674, -4.729952, 0.833168)  0.452
H (-6.744074, -4.411563, -0.881911)  0.243
H (-9.625745, -3.006848, 1.158811)  0.347
H (-8.715573, -4.432715, 1.548262)  0.409
H (-10.071884, -3.800934, -1.104080)  0.221
H (-10.358773, -5.133630, -0.000811)  0.394
H (-8.881540, -5.108389, -0.958297)  0.272
H (-6.891063, -1.205126, -0.212400)  0.304
H (-8.601376, -1.200875, 0.031139)  0.345
H (-7.325406, -2.745629, -2.298937)  0.249
H (-7.776279, -1.046779, -2.378516)  0.385
H (-9.018722, -2.256142, -2.111513)  0.313

Cartesian forces (eV/Å) of the 6 atoms listed first:
-0.78 -0.13 -0.40
-1.62 0.94 1.89
-0.20 -2.98 -1.58
1.65 0.74 1.06
-2.38 -0.47 0.30
-2.87 -1.43 -4.00

Values from the calculation:
Multiplicity = 1
HOMO energy = -8.03 eV
HOMO-LUMO gap = 0.246 Eh